This record from the Open Molecules 2025 dataset describes a molecular structure, H3NO2S2 in a non-equilibrium geometry. The level of theory is ωB97M-V/def2-TZVPD.

Geometry (Å):
N1 -1.23 1.08 -0.20
O1 0.55 -0.34 1.24
O2 0.68 -1.25 -1.14
S1 1.46 -0.85 -0.01
S2 -0.18 1.17 1.02
H1 -1.04 1.49 -1.13
H2 -2.21 0.92 -0.32
H3 1.97 -2.20 0.54

Computed properties:
Frontier orbital gap = 9.8 eV
Energy above the lowest of the compared OMol25 structures with the same formula, charge and spin = 86.28 kJ/mol
E_HOMO = -9.141 eV
2S+1 = 1

---

This record from the Open Molecules 2025 dataset describes 9 unconnected molecules or ions with the total composition C25H49Cl16F3N3O2 in a non-equilibrium geometry. The level of theory is ωB97M-V/def2-TZVPD.

Geometry (Å):
N1 5.84 -1.75 0.22
C1 4.96 -1.51 -0.81
N2 4.80 -2.15 -2.17
C2 4.45 -0.94 -3.06
C3 5.48 -0.83 -4.34
C4 6.60 0.39 -4.18
C5 7.75 -0.11 -3.11
C6 8.03 0.96 -1.89
O1 7.97 2.38 -2.33
C7 4.28 0.38 -2.06
C8 3.12 1.44 -2.63
O2 1.83 0.77 -2.44
C9 0.85 1.62 -1.74
F1 -0.30 0.72 -1.38
F2 1.33 2.19 -0.46
F3 0.29 2.63 -2.69
N3 3.90 -0.40 -0.79
H1 6.87 -1.88 0.07
H2 5.53 -1.75 1.24
H3 3.95 -2.76 -2.07
H4 3.46 -1.32 -3.57
H5 6.04 -1.87 -4.50
H6 4.91 -0.62 -5.35
H7 7.17 0.50 -5.22
H8 6.13 1.43 -3.92
H9 8.76 -0.29 -3.69
H10 7.39 -1.13 -2.62
H11 9.10 0.78 -1.41
H12 7.26 0.78 -0.99
H13 8.05 2.99 -1.52
H14 5.24 1.00 -1.79
H15 3.30 1.52 -3.80
H16 3.20 2.51 -2.18
H17 3.01 -0.97 -0.90
Cl1 -5.49 1.53 -2.78
C10 -3.80 1.35 -2.27
C11 -3.63 1.51 -0.77
Cl2 -3.93 3.19 -0.23
H18 -3.20 2.09 -2.82
H19 -3.47 0.35 -2.58
H20 -2.60 1.27 -0.48
H21 -4.31 0.85 -0.22
Cl3 -7.22 -3.83 -5.45
C12 -7.81 -2.74 -4.18
C13 -6.75 -1.74 -3.74
Cl4 -5.42 -2.53 -2.86
H22 -8.17 -3.35 -3.34
H23 -8.67 -2.20 -4.60
H24 -7.19 -1.01 -3.06
H25 -6.32 -1.21 -4.59
Cl5 1.39 -1.47 0.86
C14 0.23 -0.37 1.63
C15 0.01 -0.70 3.10
Cl6 -0.86 -2.25 3.31
H26 -0.71 -0.41 1.06
H27 0.64 0.64 1.54
H28 -0.61 0.07 3.57
H29 0.95 -0.77 3.64
Cl7 -2.08 3.56 3.86
C16 -3.79 3.71 3.36
C17 -4.49 4.87 4.05
Cl8 -4.71 4.57 5.79
H30 -4.29 2.76 3.56
H31 -3.79 3.87 2.28
H32 -5.48 5.01 3.62
H33 -3.93 5.80 3.94
Cl9 -3.34 -6.59 -7.13
C18 -3.98 -4.99 -7.58
C19 -4.35 -4.92 -9.06
Cl10 -2.92 -4.98 -10.11
H34 -3.23 -4.24 -7.32
H35 -4.87 -4.82 -6.97
H36 -4.86 -3.97 -9.27
H37 -5.02 -5.74 -9.34
Cl11 0.31 4.69 7.76
C20 -1.41 4.29 7.98
C21 -2.13 5.29 8.87
Cl12 -1.59 5.21 10.56
H38 -1.48 3.27 8.39
H39 -1.87 4.28 6.99
H40 -3.21 5.09 8.87
H41 -1.98 6.32 8.51
Cl13 -4.56 -6.21 -4.17
C22 -2.86 -6.39 -3.66
C23 -2.70 -6.23 -2.16
Cl14 -3.00 -4.56 -1.62
H42 -2.26 -5.66 -4.21
H43 -2.54 -7.39 -3.96
H44 -1.67 -6.47 -1.87
H45 -3.37 -6.89 -1.61
Cl15 3.38 2.41 13.52
C24 2.74 3.49 12.25
C25 1.61 2.85 11.47
Cl16 2.17 1.49 10.46
H46 3.58 3.77 11.60
H47 2.39 4.39 12.75
H48 1.16 3.58 10.80
H49 0.82 2.47 12.14

Computed properties:
Total charge = +1
Frontier orbital gap = 5.9 eV
E_HOMO = -11.479 eV
2S+1 = 1

---

This record from the Open Molecules 2025 dataset describes 2 unconnected molecules or ions with the total composition C7H13N in a non-equilibrium geometry. The level of theory is ωB97M-V/def2-TZVPD.

Geometry (Å):
C1 -1.22 1.46 0.71
C2 -1.62 0.33 1.62
C3 -2.03 0.55 2.87
C4 -1.57 -1.08 1.08
H1 -0.12 1.50 0.59
H2 -1.54 2.41 1.13
H3 -1.61 1.33 -0.30
H4 -2.45 -0.27 3.45
H5 -2.13 1.55 3.26
H6 -2.12 -1.78 1.70
H7 -0.55 -1.43 0.91
H8 -2.05 -1.17 0.09
C5 1.91 -0.53 -1.04
C6 0.70 -0.70 -1.66
C7 3.47 0.05 -2.69
N1 2.90 0.24 -1.57
H9 2.07 -0.84 -0.01
H10 0.51 -0.15 -2.57
H11 -0.05 -1.37 -1.26
H12 4.19 0.77 -3.08
H13 3.31 -0.87 -3.23

Computed properties:
Total charge = +1
Frontier orbital gap (alpha / beta) = 6.8 / 3.6 eV
Energy above the lowest of the compared OMol25 structures with the same formula, charge and spin = 259.11 kJ/mol
E_HOMO (alpha / beta) = -12.080 / -12.049 eV
2S+1 = 2

---

This record from the Open Molecules 2025 dataset describes 2 unconnected molecules or ions with the total composition C3H2F2 in a non-equilibrium geometry. The level of theory is ωB97M-V/def2-TZVPD.

Geometry (Å):
C1 1.75 0.51 0.76
C2 0.56 0.69 0.68
C3 -1.15 -0.93 -1.29
F1 -1.66 -1.65 -0.31
F2 -1.80 0.18 -1.37
H1 2.72 0.76 1.05
H2 -0.42 0.46 0.48

Computed properties:
Frontier orbital gap = 10.8 eV
Energy above the lowest of the compared OMol25 structures with the same formula, charge and spin = 274.02 kJ/mol
E_HOMO = -10.809 eV
2S+1 = 1

---

This record from the Open Molecules 2025 dataset describes 2 unconnected molecules or ions with the total composition C5H10O2 in a non-equilibrium geometry. The level of theory is ωB97M-V/def2-TZVPD.

Geometry (Å):
C1 0.05 2.59 0.66
C2 -0.57 1.37 0.03
C3 0.13 0.41 -0.60
C4 -0.27 -0.98 -0.66
C5 -0.04 -1.73 -1.75
O1 -0.91 -2.64 -2.26
H1 0.01 3.39 -0.09
H2 -0.57 3.01 1.45
H3 1.01 2.37 1.10
H4 -1.65 1.29 0.13
H5 0.99 0.76 -1.18
H6 -1.04 -1.28 0.04
H7 0.88 -1.57 -2.30
H8 -0.50 -3.50 -2.40
O2 1.10 -0.87 2.66
H9 1.20 -1.82 2.77
H10 0.17 -0.78 2.42

Computed properties:
Frontier orbital gap = 8.5 eV
Energy above the lowest of the compared OMol25 structures with the same formula, charge and spin = 332.43 kJ/mol
SMILES = C/C=C/C=C/O.O
E_HOMO = -7.775 eV
2S+1 = 1

---

This record from the Open Molecules 2025 dataset describes a molecular structure, C38H30BrIN3PPdS. The level of theory is ωB97M-V/def2-TZVPD.

Geometry (Å):
Pd1 0.02 -0.06 -0.25
I1 -0.12 2.18 1.55
C1 -1.86 3.22 1.05
C2 -2.60 3.66 2.12
C3 -3.58 4.65 1.95
C4 -3.72 5.24 0.73
C5 -2.97 4.80 -0.39
C6 -3.10 5.48 -1.63
C7 -2.40 5.08 -2.72
C8 -1.64 3.90 -2.65
C9 -1.49 3.19 -1.48
P1 -1.06 1.45 -1.76
C10 0.05 1.44 -3.20
C11 1.29 2.07 -3.05
C12 2.18 2.10 -4.11
C13 1.85 1.47 -5.31
C14 0.63 0.83 -5.45
C15 -0.28 0.82 -4.40
C16 -2.63 0.67 -2.18
C17 -2.66 -0.66 -2.64
C18 -3.86 -1.28 -2.91
C19 -5.06 -0.61 -2.70
C20 -5.04 0.70 -2.23
C21 -3.84 1.34 -1.97
C22 -2.07 3.70 -0.27
H1 -2.39 3.28 3.11
H2 -4.16 4.98 2.80
H3 -4.40 6.07 0.59
H4 -3.77 6.33 -1.68
H5 -2.48 5.61 -3.66
H6 -1.21 3.52 -3.57
H7 1.55 2.55 -2.11
H8 3.13 2.61 -4.00
H9 2.54 1.51 -6.14
H10 0.37 0.36 -6.39
H11 -1.24 0.35 -4.53
H12 -1.73 -1.19 -2.80
H13 -3.87 -2.30 -3.27
H14 -6.00 -1.10 -2.90
H15 -5.97 1.23 -2.08
H16 -3.85 2.36 -1.62
N1 1.54 -2.94 1.18
C23 1.91 -2.12 2.15
C24 3.29 -1.98 2.47
C25 3.67 -1.20 3.53
C26 2.68 -0.55 4.29
C27 1.33 -0.66 3.98
C28 0.91 -1.42 2.91
C29 -0.53 -1.55 2.57
C30 -1.40 -2.10 3.52
C31 -2.75 -2.23 3.24
C32 -3.25 -1.82 2.01
C33 -2.41 -1.27 1.06
C34 -1.06 -1.15 1.35
H17 2.22 -3.32 0.52
H18 0.56 -3.04 0.94
H19 4.02 -2.50 1.87
H20 4.71 -1.10 3.78
H21 2.98 0.06 5.14
H22 0.59 -0.14 4.57
H23 -1.00 -2.43 4.47
H24 -3.41 -2.66 3.98
H25 -4.31 -1.93 1.79
H26 -2.82 -0.93 0.11
S1 0.40 -2.11 -1.66
C35 2.05 -2.05 -2.09
N2 2.43 -1.24 -3.12
C36 3.70 -1.12 -3.53
C37 4.66 -1.87 -2.92
C38 4.24 -2.70 -1.88
N3 2.98 -2.78 -1.47
H27 1.70 -0.68 -3.56
H28 3.88 -0.44 -4.34
H29 5.70 -1.82 -3.22
H30 4.95 -3.32 -1.35
Br1 2.48 0.42 -0.05

Computed properties:
Total charge = +2
Frontier orbital gap (alpha / beta) = 7.0 / 5.6 eV
Energy above the lowest of the compared OMol25 structures with the same formula, charge and spin = 0.00 kJ/mol
E_HOMO (alpha / beta) = -12.580 / -13.217 eV
2S+1 = 5